# 1
Computed, not measured: the molecule C7H8, with wB97M-V/def2-TZVPD.

XYZ file:
```
15
Properties=species:S:1:pos:R:3:lowdin_charge:R:1
C 1.97 0.02 0.02 -0.021
C 0.48 0.01 0.02 -0.359
C -0.57 -1.09 -0.09 -0.115
C -1.45 -0.10 -0.82 -0.100
C -1.60 -0.30 0.67 -0.135
C -0.59 0.84 0.93 -0.038
C -0.40 1.02 -0.57 -0.113
H 2.40 1.02 0.20 0.086
H 2.46 -0.69 0.70 0.077
H 2.26 -0.26 -1.00 0.083
H -0.46 -2.17 -0.13 0.127
H -2.08 -0.31 -1.67 0.128
H -2.48 -0.66 1.19 0.129
H 0.18 0.76 1.67 0.120
H -0.12 1.92 -1.12 0.131
```

LUMO energy, hartree: 0.0416
SMILES: C[C@@]12[C@@H]3[C@H]4[C@@H]3[C@@H]1[C@H]42
Charge: 0
ΔE to the lowest compared entry with this formula, charge and spin, eV: 5.941

# 2
Computed, not measured: the molecule C7H8, with wB97M-V/def2-TZVPD.

XYZ file:
```
15
Properties=species:S:1:pos:R:3:lowdin_charge:R:1
C -1.02 0.01 -0.96 0.057
C -0.59 -1.37 -0.57 -0.322
C 0.20 0.85 -1.40 -0.052
C 0.62 -0.75 0.25 -0.070
C -0.98 -2.50 -0.21 0.175
C -0.03 0.54 0.02 -0.530
C -0.09 1.52 1.19 -0.011
H 1.09 0.33 -1.85 0.126
H -0.12 1.77 -1.78 0.084
H 0.66 -1.29 1.18 0.114
H 1.55 -0.83 -0.28 0.114
H -1.05 -3.58 0.03 0.067
H 0.81 1.78 1.63 0.038
H -0.71 0.93 1.92 0.104
H -0.35 2.58 0.82 0.107
```

LUMO energy (spin up / spin down), hartree: -0.0200 / 0.0087
Charge: 0
ΔE to the lowest compared entry with this formula, charge and spin, eV: 8.119

# 3
Computed, not measured: the molecule C7H8, with wB97M-V/def2-TZVPD.

XYZ file:
```
15
Properties=species:S:1:pos:R:3:lowdin_charge:R:1
C 0.83 -0.14 -2.01 -0.054
C -0.94 0.65 -0.38 -0.055
C 0.29 0.00 -0.62 -0.286
C 1.07 -0.20 0.50 -0.058
C 0.41 -0.49 1.72 -0.088
C -0.92 -0.15 1.85 -0.117
C -1.55 0.61 0.86 -0.093
H 1.05 -1.19 -2.21 0.081
H 0.15 0.29 -2.75 0.071
H 1.82 0.32 -2.13 0.082
H -1.41 1.00 -1.29 0.103
H 2.15 -0.16 0.41 0.110
H 0.94 -1.19 2.37 0.103
H -1.50 -0.62 2.64 0.101
H -2.37 1.28 1.05 0.101
```

LUMO energy, hartree: 0.0363
SMILES: Cc1ccccc1
Charge: 0
ΔE to the lowest compared entry with this formula, charge and spin, eV: 1.041

| no. | maximum force (hartree/bohr) |
| --- | --- |
| 1 | 0.035 |
| 2 | 0.087 |
| 3 | 0.042 |